[1]
6 unconnected molecules or ions with the total composition C29H75N5O9 at a distorted geometry, computed with the ωB97M-V functional and the def2-TZVPD basis.

Each line ends with the Mulliken charge.
Atoms and positions in Å:
C (22.947, -4.108, -6.091)  -0.714
O (23.921, -4.716, -5.219)  -0.337
C (25.142, -3.925, -5.222)  -0.558
C (25.697, -3.926, -3.764)  0.463
C (25.144, -2.805, -2.842)  -1.486
N (27.171, -3.883, -3.620)  -0.624
H (22.597, -3.112, -5.817)  0.296
H (22.074, -4.741, -6.251)  0.291
H (23.366, -4.064, -7.096)  0.276
H (25.994, -4.370, -5.736)  0.246
H (24.935, -2.888, -5.489)  0.336
H (25.595, -4.925, -3.341)  0.329
H (24.113, -2.524, -3.057)  0.322
H (25.670, -1.855, -2.938)  0.328
H (25.376, -3.174, -1.843)  0.409
H (27.255, -3.820, -2.616)  0.253
H (27.524, -4.768, -3.956)  0.187
C (29.549, -3.694, -10.274)  -0.869
O (28.702, -4.781, -10.260)  -0.159
C (28.107, -5.154, -11.445)  -0.746
C (26.696, -5.756, -11.137)  0.427
C (25.898, -6.020, -12.506)  -1.463
N (25.927, -4.821, -10.394)  -0.505
H (29.647, -3.231, -9.292)  0.290
H (29.216, -2.861, -10.892)  0.346
H (30.571, -3.923, -10.574)  0.256
H (28.164, -4.391, -12.222)  0.463
H (28.615, -6.055, -11.789)  0.245
H (26.613, -6.687, -10.577)  0.284
H (24.836, -6.251, -12.432)  0.378
H (26.289, -6.909, -13.000)  0.362
H (26.049, -5.129, -13.117)  0.338
H (26.387, -4.648, -9.511)  0.216
H (25.621, -3.973, -10.850)  0.136
C (27.573, -5.236, -17.972)  -0.761
O (28.163, -4.250, -18.801)  -0.393
C (29.082, -3.381, -18.206)  -0.552
C (30.493, -4.002, -17.953)  -0.794
N (31.576, -3.673, -18.922)  -0.305
C (32.115, -2.331, -18.947)  -0.636
C (32.532, -1.870, -17.572)  -0.448
O (33.842, -2.340, -17.234)  -0.416
C (33.749, -3.691, -16.728)  -0.629
H (28.167, -5.846, -17.291)  0.313
H (26.972, -5.908, -18.585)  0.283
H (26.798, -4.706, -17.419)  0.312
H (28.665, -3.053, -17.254)  0.310
H (28.962, -2.443, -18.748)  0.404
H (30.236, -5.057, -18.049)  0.470
H (30.795, -3.977, -16.906)  0.327
H (31.095, -3.997, -19.748)  0.284
H (31.429, -1.600, -19.374)  0.383
H (32.979, -2.376, -19.610)  0.341
H (31.806, -1.986, -16.767)  0.355
H (32.630, -0.787, -17.649)  0.358
H (34.727, -3.954, -16.326)  0.279
H (33.547, -4.364, -17.561)  0.282
H (33.068, -3.773, -15.880)  0.232
C (24.885, 6.466, -10.153)  -0.745
O (24.203, 5.344, -9.784)  -0.310
C (24.705, 4.195, -10.517)  -0.586
C (23.912, 3.056, -10.038)  -0.344
N (24.775, 1.805, -9.927)  -0.362
C (24.065, 0.743, -9.304)  -0.695
C (23.011, 0.057, -10.258)  -0.683
O (23.739, -0.870, -11.053)  -0.240
C (23.268, -0.811, -12.350)  -0.791
H (25.886, 6.394, -9.727)  0.296
H (24.569, 7.464, -9.849)  0.281
H (24.922, 6.597, -11.234)  0.289
H (25.792, 4.121, -10.522)  0.393
H (24.472, 4.351, -11.570)  0.281
H (22.943, 3.042, -10.537)  0.227
H (23.613, 3.356, -9.033)  0.313
H (24.766, 1.355, -10.831)  0.277
H (23.578, 0.859, -8.336)  0.385
H (24.855, 0.027, -9.076)  0.311
H (22.290, 0.671, -10.798)  0.436
H (22.354, -0.616, -9.707)  0.397
H (22.214, -1.076, -12.438)  0.330
H (23.903, -1.473, -12.937)  0.198
H (23.426, 0.219, -12.669)  0.341
C (32.563, -7.740, -11.545)  -0.628
O (33.133, -7.972, -10.273)  -0.346
C (31.990, -8.143, -9.400)  -0.116
C (32.428, -8.381, -7.907)  -0.504
N (31.849, -7.377, -7.085)  -0.337
C (31.845, -7.681, -5.679)  -0.790
C (30.554, -8.530, -5.321)  -0.618
O (29.354, -7.789, -5.008)  -0.236
C (28.291, -8.487, -4.384)  -0.841
H (33.393, -7.478, -12.202)  0.296
H (31.957, -6.837, -11.604)  0.192
H (32.171, -8.626, -12.045)  0.305
H (31.518, -9.103, -9.611)  0.296
H (31.375, -7.245, -9.341)  0.068
H (33.477, -8.166, -7.704)  0.353
H (32.187, -9.409, -7.634)  0.262
H (30.883, -7.318, -7.375)  0.215
H (31.921, -6.824, -5.010)  0.314
H (32.625, -8.350, -5.314)  0.355
H (30.832, -9.011, -4.383)  0.423
H (30.381, -9.354, -6.013)  0.409
H (27.331, -7.992, -4.535)  0.254
H (28.307, -8.664, -3.308)  0.338
H (28.060, -9.449, -4.842)  0.342
C (31.162, 1.341, -4.952)  -1.351
C (30.129, 0.300, -4.549)  0.655
C (28.897, 0.204, -5.523)  -1.201
O (30.770, -0.918, -4.423)  -0.543
H (30.829, 2.376, -5.026)  0.364
H (31.560, 1.110, -5.940)  0.325
H (32.016, 1.497, -4.293)  0.348
H (29.698, 0.428, -3.556)  0.192
H (28.561, -0.831, -5.583)  0.306
H (29.071, 0.406, -6.580)  0.290
H (28.001, 0.766, -5.260)  0.315
H (30.024, -1.505, -4.281)  0.282

## Properties
Structure (SMILES): COC[C@H](C)N.COC[C@H](C)N.COCCNCCOC.COCCNCCOC.COCCNCCOC.CC(C)O
Energy relative to the best compared isomer or geometry (same formula, charge and spin) in kJ/mol: 523.5
HOMO in eV: -8.671
Total charge: 0
Molar mass in g/mol: 637.95

---

[2]
8 unconnected molecules or ions with the total composition C29H80N7O8 at a distorted geometry, computed with the ωB97M-V functional and the def2-TZVPD basis.

Each line ends with the Mulliken charge.
Atoms and positions in Å:
C (1.069, -1.525, -1.678)  -0.511
O (0.244, -1.653, -0.568)  -0.870
H (1.491, -0.556, -1.945)  0.102
H (1.958, -2.156, -1.661)  0.143
H (0.601, -1.792, -2.626)  0.146
C (-8.539, 1.849, 3.102)  -1.418
C (-7.129, 1.303, 2.873)  0.569
C (-6.318, 2.146, 1.936)  -0.900
O (-4.932, 1.810, 1.797)  -0.327
C (-4.269, 2.490, 0.677)  -0.799
N (-6.443, 1.237, 4.172)  -0.656
H (-9.158, 1.812, 2.206)  0.353
H (-8.478, 2.876, 3.463)  0.356
H (-9.149, 1.171, 3.699)  0.394
H (-7.114, 0.261, 2.554)  0.345
H (-6.403, 3.186, 2.250)  0.306
H (-6.820, 2.195, 0.970)  0.373
H (-4.533, 3.537, 0.529)  0.314
H (-4.505, 1.950, -0.240)  0.320
H (-3.181, 2.532, 0.725)  0.301
H (-6.548, 2.045, 4.769)  0.225
H (-7.006, 0.565, 4.674)  0.243
C (-1.134, 6.178, 5.108)  -1.391
C (-0.836, 4.695, 4.776)  0.310
C (0.650, 4.486, 4.535)  -0.723
O (0.752, 3.204, 3.915)  -0.307
C (2.030, 3.026, 3.225)  -0.781
N (-1.395, 3.921, 5.860)  -0.638
H (-2.211, 6.332, 5.038)  0.381
H (-0.672, 6.949, 4.491)  0.390
H (-0.821, 6.280, 6.147)  0.324
H (-1.427, 4.470, 3.888)  0.268
H (1.230, 4.583, 5.454)  0.336
H (1.001, 5.291, 3.889)  0.366
H (2.881, 3.233, 3.873)  0.281
H (2.004, 3.703, 2.371)  0.310
H (2.236, 2.056, 2.773)  0.319
H (-2.313, 4.335, 5.936)  0.271
H (-0.835, 4.169, 6.663)  0.281
C (-6.370, -5.468, -0.048)  -1.376
C (-4.856, -5.255, -0.006)  0.525
C (-4.077, -5.955, -1.192)  -0.930
O (-4.471, -5.602, -2.519)  -0.387
C (-3.753, -4.523, -3.112)  -0.579
N (-4.570, -3.861, 0.071)  -0.702
H (-6.748, -5.075, -0.991)  0.288
H (-6.925, -4.931, 0.722)  0.382
H (-6.572, -6.538, 0.011)  0.349
H (-4.388, -5.672, 0.885)  0.264
H (-4.193, -7.035, -1.093)  0.405
H (-2.998, -5.836, -1.096)  0.467
H (-2.728, -4.745, -3.407)  0.252
H (-3.765, -3.683, -2.417)  0.249
H (-4.320, -4.342, -4.026)  0.230
H (-3.706, -3.821, -0.451)  0.266
H (-5.071, -3.386, -0.666)  0.292
C (5.082, 3.489, -4.600)  -1.446
C (4.303, 4.753, -4.316)  0.476
C (4.635, 5.820, -5.327)  -0.685
O (5.986, 6.174, -5.273)  -0.299
C (6.374, 7.123, -6.290)  -0.754
N (2.868, 4.454, -4.138)  -0.692
H (5.181, 2.874, -3.706)  0.354
H (6.096, 3.754, -4.897)  0.387
H (4.643, 2.869, -5.381)  0.324
H (4.692, 5.022, -3.334)  0.159
H (4.003, 6.686, -5.132)  0.403
H (4.363, 5.524, -6.341)  0.354
H (5.833, 8.068, -6.256)  0.304
H (6.194, 6.716, -7.285)  0.316
H (7.418, 7.427, -6.218)  0.259
H (2.520, 4.432, -5.086)  0.244
H (2.727, 3.513, -3.800)  0.286
C (3.990, -0.275, 8.876)  -1.547
C (3.284, -0.552, 7.571)  0.499
C (3.643, -1.942, 7.002)  -0.834
O (2.943, -2.158, 5.784)  -0.285
C (3.583, -3.129, 4.951)  -0.767
N (1.898, -0.402, 7.865)  -0.659
H (5.076, -0.248, 8.784)  0.375
H (3.749, -1.008, 9.645)  0.357
H (3.658, 0.683, 9.275)  0.406
H (3.571, 0.271, 6.918)  0.267
H (3.503, -2.775, 7.691)  0.389
H (4.727, -1.976, 6.892)  0.385
H (3.089, -3.257, 3.987)  0.301
H (3.630, -4.106, 5.431)  0.287
H (4.597, -2.809, 4.715)  0.306
H (1.688, -1.140, 8.522)  0.276
H (1.703, 0.425, 8.411)  0.246
C (-2.208, 1.929, -6.914)  -1.334
C (-2.183, 3.339, -7.575)  0.414
C (-2.943, 4.449, -6.778)  -0.673
O (-4.323, 4.414, -7.113)  -0.323
C (-5.065, 5.191, -6.203)  -0.715
N (-0.757, 3.703, -7.769)  -0.669
H (-3.253, 1.622, -6.936)  0.333
H (-1.904, 1.980, -5.868)  0.309
H (-1.688, 1.138, -7.456)  0.390
H (-2.566, 3.334, -8.596)  0.257
H (-2.635, 5.433, -7.131)  0.355
H (-2.688, 4.360, -5.722)  0.332
H (-4.597, 6.171, -6.293)  0.304
H (-4.991, 4.888, -5.159)  0.294
H (-6.117, 5.287, -6.470)  0.250
H (-0.832, 4.544, -8.323)  0.246
H (-0.337, 2.968, -8.321)  0.237
C (6.385, -7.318, -0.709)  -1.323
C (5.252, -8.250, -1.070)  0.371
C (4.414, -8.722, 0.086)  -0.686
O (5.131, -9.243, 1.168)  -0.345
C (5.707, -10.484, 0.934)  -0.704
N (4.418, -7.478, -1.964)  -0.698
H (7.088, -7.871, -0.087)  0.297
H (6.098, -6.431, -0.143)  0.334
H (7.042, -7.085, -1.547)  0.419
H (5.601, -9.082, -1.681)  0.267
H (3.643, -9.384, -0.307)  0.357
H (3.922, -7.807, 0.417)  0.340
H (4.897, -11.188, 0.738)  0.311
H (6.207, -10.853, 1.829)  0.251
H (6.484, -10.450, 0.171)  0.274
H (4.865, -7.307, -2.853)  0.258
H (4.221, -6.564, -1.582)  0.276

## Properties
Energy relative to the best compared isomer or geometry (same formula, charge and spin) in kJ/mol: 225.3
HOMO in eV: -1.807
Total charge: -1
Molar mass in g/mol: 655.00

---

Number 1: Kohn-Sham gap 8.96 eV, total energy -57156.0030 eV. Number 2: Kohn-Sham gap 4.08 eV, total energy -58172.4105 eV.